[1]
{
  "formula": "C17H48Cl4O8S8",
  "method": "ωB97M-V with the def2-TZVPD basis set",
  "elements": ["C", "S", "O", "C", "H", "H", "H", "H", "H", "H", "C", "S", "O", "C", "H", "H", "H", "H", "H", "H", "C", "S", "O", "C", "H", "H", "H", "H", "H", "H", "C", "S", "O", "C", "H", "H", "H", "H", "H", "H", "C", "S", "O", "C", "H", "H", "H", "H", "H", "H", "C", "S", "O", "C", "H", "H", "H", "H", "H", "H", "C", "S", "O", "C", "H", "H", "H", "H", "H", "H", "C", "S", "O", "C", "H", "H", "H", "H", "H", "H", "C", "Cl", "Cl", "Cl", "Cl"],
  "positions_angstrom": [[-24.00, -26.39, -29.72], [-25.63, -25.65, -29.27], [-25.92, -25.43, -27.80], [-25.31, -23.95, -29.88], [-23.76, -27.32, -29.21], [-23.22, -25.69, -29.41], [-23.77, -26.54, -30.78], [-26.15, -23.32, -29.57], [-25.06, -23.87, -30.94], [-24.40, -23.68, -29.35], [-22.54, -26.89, -25.83], [-21.56, -25.29, -25.97], [-21.19, -25.06, -27.44], [-22.92, -24.15, -25.58], [-21.88, -27.71, -26.12], [-23.26, -26.92, -26.64], [-23.11, -27.01, -24.91], [-23.38, -24.18, -24.60], [-23.74, -24.31, -26.28], [-22.60, -23.12, -25.77], [-25.80, -21.91, -21.84], [-24.37, -21.03, -22.65], [-23.58, -22.15, -23.34], [-25.09, -19.96, -23.94], [-26.43, -21.14, -21.38], [-25.48, -22.53, -21.00], [-26.36, -22.53, -22.54], [-25.64, -19.12, -23.53], [-25.82, -20.59, -24.45], [-24.38, -19.51, -24.63], [-16.46, -22.97, -27.08], [-17.73, -22.13, -28.06], [-17.65, -22.81, -29.42], [-19.25, -22.77, -27.18], [-15.51, -22.66, -27.52], [-16.66, -24.04, -26.97], [-16.44, -22.52, -26.09], [-19.47, -22.16, -26.30], [-19.14, -23.82, -26.90], [-20.11, -22.67, -27.85], [-25.67, -15.10, -26.62], [-24.69, -16.28, -25.65], [-25.31, -17.65, -25.87], [-23.10, -16.27, -26.56], [-25.89, -15.55, -27.59], [-25.09, -14.19, -26.79], [-26.59, -14.90, -26.07], [-22.74, -15.25, -26.62], [-23.21, -16.80, -27.51], [-22.40, -16.88, -25.99], [-17.79, -16.93, -28.31], [-18.61, -18.59, -28.18], [-18.69, -18.97, -26.71], [-20.25, -18.06, -28.73], [-16.75, -16.88, -28.00], [-18.29, -16.21, -27.66], [-17.85, -16.56, -29.33], [-20.56, -17.24, -28.09], [-20.94, -18.88, -28.51], [-20.37, -17.79, -29.78], [-20.32, -23.79, -33.69], [-21.16, -23.05, -32.22], [-22.55, -23.68, -32.27], [-20.38, -24.06, -30.92], [-20.59, -24.84, -33.59], [-19.23, -23.83, -33.67], [-20.67, -23.32, -34.61], [-19.34, -23.72, -30.93], [-20.33, -25.14, -31.07], [-20.90, -23.95, -29.96], [-28.32, -18.21, -25.79], [-28.72, -18.16, -27.56], [-28.52, -16.72, -28.06], [-27.23, -19.00, -28.14], [-27.51, -17.51, -25.60], [-27.99, -19.24, -25.64], [-29.17, -18.09, -25.12], [-26.37, -18.35, -28.00], [-27.36, -19.35, -29.16], [-27.12, -19.86, -27.48], [-23.34, -20.96, -27.77], [-22.35, -20.36, -26.42], [-24.71, -21.84, -26.91], [-23.82, -19.50, -28.65], [-22.52, -22.06, -28.75]],
  "charge": 0,
  "gap_ev": 8.46
}


[2]
{
  "formula": "C17H48ClN4O9",
  "method": "ωB97M-V with the def2-TZVPD basis set",
  "elements": ["Cl", "O", "O", "O", "O", "C", "O", "H", "H", "H", "H", "C", "C", "C", "O", "C", "N", "H", "H", "H", "H", "H", "H", "H", "H", "H", "H", "H", "C", "C", "C", "O", "C", "N", "H", "H", "H", "H", "H", "H", "H", "H", "H", "H", "H", "C", "C", "C", "O", "C", "N", "H", "H", "H", "H", "H", "H", "H", "H", "H", "H", "H", "C", "C", "C", "O", "C", "N", "H", "H", "H", "H", "H", "H", "H", "H", "H", "H", "H"],
  "positions_angstrom": [[-10.93, 11.97, 9.55], [-9.92, 11.16, 10.18], [-12.05, 12.22, 10.44], [-10.31, 13.28, 9.31], [-11.44, 11.47, 8.31], [-7.06, 14.65, 8.78], [-7.10, 14.26, 10.13], [-6.78, 13.80, 8.14], [-8.00, 15.10, 8.45], [-6.25, 15.35, 8.57], [-7.91, 13.78, 10.31], [-11.36, 16.60, 11.29], [-12.78, 16.07, 10.97], [-13.78, 17.19, 11.18], [-15.04, 16.80, 10.70], [-16.07, 17.50, 11.34], [-12.81, 15.58, 9.52], [-10.98, 17.20, 10.47], [-10.70, 15.82, 11.64], [-11.46, 17.32, 12.12], [-12.91, 15.20, 11.61], [-13.35, 18.07, 10.66], [-13.81, 17.51, 12.24], [-16.04, 18.57, 11.07], [-15.97, 17.43, 12.44], [-17.03, 17.07, 11.07], [-12.07, 16.16, 9.11], [-12.18, 14.79, 9.72], [-15.46, 10.84, 9.43], [-15.71, 12.33, 9.66], [-15.52, 12.61, 11.13], [-15.51, 13.98, 11.44], [-15.67, 14.17, 12.82], [-14.77, 13.14, 8.84], [-15.50, 10.54, 8.38], [-16.16, 10.22, 10.02], [-14.44, 10.60, 9.74], [-16.71, 12.57, 9.30], [-14.56, 12.17, 11.46], [-16.27, 12.04, 11.71], [-15.17, 13.40, 13.42], [-16.75, 14.04, 13.05], [-15.35, 15.15, 13.15], [-13.84, 12.82, 9.14], [-14.87, 12.72, 7.92], [-8.87, 13.76, 13.19], [-9.83, 12.70, 13.67], [-9.74, 12.46, 15.16], [-8.51, 11.86, 15.45], [-8.47, 11.05, 16.61], [-11.22, 13.12, 13.40], [-8.75, 14.64, 13.83], [-9.18, 14.14, 12.21], [-7.91, 13.28, 13.01], [-9.68, 11.73, 13.19], [-10.56, 11.77, 15.43], [-9.97, 13.38, 15.71], [-8.66, 10.00, 16.35], [-9.20, 11.43, 17.34], [-7.48, 11.14, 17.05], [-11.85, 12.43, 13.78], [-11.37, 13.25, 12.40], [-9.29, 13.60, 5.53], [-10.35, 14.71, 5.44], [-11.00, 14.77, 4.06], [-11.82, 13.64, 3.87], [-12.06, 13.36, 2.52], [-11.41, 14.49, 6.48], [-8.50, 13.74, 4.79], [-9.74, 12.63, 5.32], [-8.84, 13.64, 6.52], [-9.90, 15.69, 5.63], [-10.19, 14.82, 3.33], [-11.62, 15.67, 3.99], [-12.72, 14.12, 2.07], [-12.56, 12.40, 2.42], [-11.13, 13.41, 1.93], [-11.76, 13.63, 6.04], [-11.03, 14.08, 7.33]],
  "charge": -1,
  "gap_ev": 8.62
}


[3]
{
  "formula": "C17H48ClNO11P2S7",
  "method": "ωB97M-V with the def2-TZVPD basis set",
  "elements": ["N", "P", "C", "O", "C", "O", "O", "C", "P", "O", "Cl", "H", "H", "H", "H", "H", "H", "C", "S", "O", "C", "H", "H", "H", "H", "H", "H", "C", "S", "O", "C", "H", "H", "H", "H", "H", "H", "C", "S", "O", "C", "H", "H", "H", "H", "H", "H", "C", "S", "O", "C", "H", "H", "H", "H", "H", "H", "C", "S", "O", "C", "H", "H", "H", "H", "H", "H", "C", "S", "O", "C", "H", "H", "H", "H", "H", "H", "C", "S", "O", "C", "H", "H", "H", "H", "H", "H"],
  "positions_angstrom": [[2.49, -1.95, 4.21], [2.14, -0.53, 4.87], [1.47, 0.78, 3.69], [0.27, 0.56, 2.89], [0.23, 1.77, 2.09], [-0.79, 2.09, 1.43], [1.51, 2.48, 2.15], [2.40, 1.35, 2.49], [2.34, 0.40, 0.80], [3.44, 1.32, -0.18], [3.00, -1.59, 1.01], [3.50, -2.08, 4.39], [1.19, -0.62, 5.96], [3.37, 0.00, 5.41], [1.18, 1.64, 4.41], [3.45, 1.70, 2.83], [3.97, 1.89, 0.42], [-1.40, -0.96, -2.47], [-0.04, -1.51, -1.41], [1.24, -1.15, -2.10], [-0.31, -3.28, -1.66], [-1.40, 0.13, -2.49], [-1.26, -1.35, -3.48], [-2.35, -1.32, -2.06], [-0.25, -3.52, -2.72], [-1.30, -3.55, -1.27], [0.46, -3.83, -1.11], [-3.62, -5.50, -3.83], [-4.34, -5.04, -2.24], [-3.43, -4.04, -1.60], [-4.06, -6.63, -1.43], [-3.65, -4.64, -4.49], [-2.58, -5.81, -3.69], [-4.19, -6.31, -4.27], [-3.00, -6.87, -1.44], [-4.62, -7.41, -1.95], [-4.41, -6.56, -0.40], [-1.79, 3.43, 5.73], [-0.83, 2.76, 7.11], [-0.01, 1.62, 6.57], [-2.23, 2.04, 7.99], [-1.10, 3.89, 5.03], [-2.33, 2.62, 5.23], [-2.49, 4.18, 6.11], [-2.75, 1.32, 7.35], [-2.92, 2.84, 8.29], [-1.86, 1.53, 8.88], [-4.29, -5.30, -8.52], [-5.46, -4.31, -7.58], [-5.36, -4.74, -6.15], [-6.95, -5.06, -8.27], [-3.28, -5.02, -8.22], [-4.44, -6.36, -8.32], [-4.41, -5.09, -9.59], [-6.94, -6.13, -8.08], [-6.99, -4.86, -9.34], [-7.82, -4.61, -7.79], [2.85, 4.86, 5.18], [2.25, 4.93, 6.88], [0.77, 5.15, 6.83], [3.02, 6.51, 7.29], [2.45, 3.96, 4.71], [2.50, 5.74, 4.63], [3.94, 4.82, 5.18], [2.66, 7.29, 6.61], [4.10, 6.42, 7.22], [2.74, 6.77, 8.32], [-2.93, -1.61, -10.80], [-1.57, -2.22, -9.78], [-2.11, -3.31, -8.92], [-1.42, -0.74, -8.76], [-3.22, -2.40, -11.50], [-3.79, -1.36, -10.17], [-2.61, -0.73, -11.36], [-2.37, -0.54, -8.25], [-1.15, 0.11, -9.38], [-0.65, -0.91, -8.01], [7.93, 4.46, 3.38], [7.33, 4.53, 5.08], [5.85, 4.75, 5.03], [8.10, 6.11, 5.49], [7.54, 3.56, 2.91], [7.59, 5.34, 2.83], [9.02, 4.42, 3.38], [7.74, 6.89, 4.81], [9.18, 6.02, 5.42], [7.82, 6.37, 6.52]],
  "charge": 0,
  "gap_ev": 8.16
}